C10H11N3 | ωB97M-V/def2-TZVPD

Values from the calculation:
Orbital gap (eV): 9.05
E (Eh): -551.837832
Energy above the lowest of the compared OMol25 structures with the same formula, charge and spin (eV): 2.947
E_LUMO (eV): 0.70

Last column: Mulliken charge in e.
Positions of all 24 atoms, in Å:
C: -3.206 2.135 0.659  -0.11
H: -0.128 2.319 1.596  0.39
N: -2.618 1.418 -0.215  -0.79
N: 2.854 -2.562 1.114  -0.59
N: -1.305 1.355 0.244  0.51
H: 2.640 -2.257 2.046  0.25
C: -1.047 -0.020 -1.480  -0.13
H: 1.451 -2.140 -2.097  0.36
C: -2.351 2.776 1.496  -0.98
C: 2.652 -1.475 0.107  -0.90
H: 0.824 0.173 1.348  0.39
C: -0.490 0.408 -0.324  0.96
C: 0.889 -1.339 -1.664  -0.84
H: -0.557 -1.074 -3.302  0.38
C: 1.253 -1.060 -0.326  0.51
C: -1.097 2.091 1.267  -0.07
C: 0.584 -0.154 0.370  -0.62
H: -1.935 0.395 -1.908  0.45
H: 3.170 -1.784 -0.823  0.37
C: -0.342 -0.948 -2.266  -0.91
H: 3.304 -0.588 0.396  0.36
H: 2.213 -3.373 0.907  0.26
H: -4.289 2.345 0.493  0.35
H: -2.471 3.358 2.365  0.39

---

C6H14N3S | ωB97M-V/def2-TZVPD

Values from the calculation:
Orbital gap (spin up / spin down) (eV): 8.85 / 8.85
E (Eh): -799.037181
Energy above the lowest of the compared OMol25 structures with the same formula, charge and spin (eV): 5.710
Charge: +1
E_LUMO (spin up / spin down) (eV): -4.81 / -4.81

Last column: Mulliken charge in e.
Positions of all 24 atoms, in Å:
C: -0.525 -0.965 -2.791  0.09
H: 2.703 -0.513 -2.505  0.41
C: -0.474 1.589 -0.064  -1.83
H: -1.675 -1.124 1.447  0.39
H: -2.434 0.279 0.784  0.35
N: 0.737 -0.822 -2.609  -0.22
H: 1.629 1.009 1.855  0.34
N: 1.879 -0.560 -0.566  -0.29
H: -1.828 0.315 2.473  0.45
H: 0.537 -1.260 1.037  0.30
H: 0.488 2.128 -0.261  0.31
N: 0.054 -0.688 0.421  -0.38
H: 0.493 0.095 2.867  0.50
H: -0.796 1.114 -0.926  0.45
H: 2.521 -0.139 -0.001  0.23
C: 1.779 -0.571 -1.918  -0.08
H: -0.405 -2.566 -1.100  0.19
H: -1.199 2.287 0.147  0.54
H: -1.029 -0.661 -3.743  0.32
S: -1.332 -2.123 -1.958  -0.05
C: -0.304 0.517 1.078  1.83
H: 0.300 1.781 2.638  0.48
C: -1.673 -0.036 1.515  -1.51
C: 0.556 0.916 2.181  -1.81

---

C3H4INOS | ωB97M-V/def2-TZVPD

Values from the calculation:
Orbital gap (spin up / spin down) (eV): 8.05 / 8.05
E (Eh): -942.450409
Energy above the lowest of the compared OMol25 structures with the same formula, charge and spin (eV): 3.650
E_LUMO (spin up / spin down) (eV): -0.18 / -0.18

Last column: Mulliken charge in e.
Positions of all 11 atoms, in Å:
O: -1.262 -1.835 -1.467  -0.35
C: -0.600 -1.239 0.825  -1.12
H: -0.165 2.728 -0.994  0.23
I: -4.608 -0.189 -0.017  0.09
C: -1.300 -1.288 -0.450  0.58
C: -2.563 0.245 -0.396  -0.22
H: -1.306 -1.084 1.537  0.40
S: -2.061 1.827 -0.469  0.24
H: 0.069 -0.389 0.833  0.36
N: -0.451 1.870 -0.608  -0.60
H: -0.019 -2.044 1.243  0.37

---

C4H8FN2 | ωB97M-V/def2-TZVPD

Values from the calculation:
Orbital gap (spin up / spin down) (eV): 7.00 / 7.00
E (Eh): -366.145950
Energy above the lowest of the compared OMol25 structures with the same formula, charge and spin (eV): 5.486
Charge: +1
E_LUMO (spin up / spin down) (eV): -6.04 / -6.04

Last column: Mulliken charge in e.
Positions of all 15 atoms, in Å:
H: -1.032 0.393 -3.277  0.23
C: 1.305 0.407 0.574  0.72
N: -0.403 0.187 -2.425  -0.31
N: -1.892 -0.943 -1.230  -0.38
H: 2.640 0.210 2.412  0.29
H: -2.124 -1.697 -0.478  0.28
H: 0.583 0.505 -2.587  0.26
C: 1.577 0.159 1.931  -0.70
H: -2.685 -0.852 -1.918  0.22
C: -0.639 -0.485 -1.366  0.01
H: -0.165 1.776 1.680  0.31
F: 2.156 0.177 -0.436  -0.12
H: 0.911 -0.266 2.691  0.28
H: 1.460 2.401 1.266  0.24
C: 0.823 1.468 1.426  -0.33